37
Properties=species:S:1:pos:R:3 method="wB97M-V/def2-TZVPD" de_lowest_kj_mol=62.11 spin_multiplicity=1 gap_ev=4.21
Ba -33.496 13.014 3.353
C -34.872 14.074 8.055
C -34.593 13.578 6.727
C -34.584 11.944 6.538
O -34.144 11.469 5.474
C -35.058 11.150 7.641
C -35.455 11.725 8.759
C -35.342 13.258 8.981
O -35.484 13.763 10.176
O -36.100 10.978 9.629
O -34.236 14.254 5.745
H -34.771 15.141 8.190
H -35.168 10.101 7.406
C -29.710 18.540 4.637
C -29.427 17.929 3.245
C -29.713 16.411 3.203
C -31.162 16.039 3.348
N -32.269 15.709 3.467
H -30.673 18.154 4.973
H -29.737 19.612 4.440
H -28.996 18.321 5.430
H -28.408 18.173 2.945
H -30.074 18.355 2.478
H -29.232 15.901 4.037
H -29.343 15.962 2.281
C -27.665 12.428 3.830
C -28.338 11.109 3.301
C -28.927 11.324 1.881
C -30.054 12.237 1.937
N -31.018 12.901 1.942
H -27.079 12.294 4.740
H -28.404 13.214 3.982
H -26.902 12.776 3.134
H -29.135 10.742 3.948
H -27.599 10.309 3.365
H -29.295 10.378 1.485
H -28.205 11.805 1.221